C8H8FI | wB97M-V/def2-TZVPD

Values from the calculation:
- Lowest unoccupied orbital energy (spin up / spin down): 0.14 / -0.69 eV
- DFT total energy: -19239.1904 eV
- Multiplicity: 3
- Strongest force on any atom: 4.4 eV/A

Geometry (Å):
C 1.073 2.127 -0.564
C 0.478 1.444 -1.590
C 1.469 1.418 0.595
C 0.444 0.072 -1.510
C 1.057 0.116 0.771
C 0.616 -0.637 -0.304
C -2.607 -1.108 1.532
C 0.498 -2.026 -0.119
F 0.005 -2.780 -1.066
I -3.793 -0.535 -0.251
H 1.191 3.112 -0.584
H 0.125 2.070 -2.356
H 1.987 1.989 1.341
H 0.083 -0.408 -2.353
H 1.209 -0.424 1.663
H -3.221 -1.534 2.400
H -1.644 -0.529 1.651
H 1.029 -2.368 0.743

These are the Mulliken partial charges, in e, on atoms 1 to 6: number 1, C, carries -0.480; number 2, C, carries -0.419; number 3, C, carries -0.712; number 4, C, carries -0.674; number 5, C, carries -0.505; number 6, C, carries 0.778


C4H7N2 | wB97M-V/def2-TZVPD

Values from the calculation:
- Lowest unoccupied orbital energy: -5.68 eV
- Total charge: +1
- DFT total energy: -7229.3271 eV
- Structure (SMILES): C1CC1[N+]1=NC1
- Energy relative to the best compared isomer or geometry (same formula, charge and spin): 6.411 eV
- Strongest force on any atom: 5.2 eV/A

Geometry (Å):
C 0.962 0.906 -1.151
C -0.375 1.397 -0.720
C -0.658 -1.931 1.218
C 0.392 0.547 0.227
N -0.862 -1.690 -0.157
N -0.360 -0.799 0.427
H 1.233 0.026 -1.808
H 1.948 1.360 -0.935
H -0.567 2.499 -0.493
H -1.355 1.018 -1.262
H -1.501 -1.730 1.926
H 0.321 -2.376 1.570
H 0.822 0.774 1.160

These are the Mulliken partial charges, in e, on atoms 1 to 6: number 1, C, carries -0.466; number 2, C, carries -0.621; number 3, C, carries -0.173; number 4, C, carries 0.021; number 5, N, carries -0.435; number 6, N, carries 0.519


C53H119N5O9 | wB97M-V/def2-TZVPD

Values from the calculation:
- Lowest unoccupied orbital energy: 0.43 eV
- DFT total energy: -82757.7119 eV
- Structure (SMILES): CC1(C)CCCC(C)(C)N1O.CC1(C)CCCC(C)(C)N1O.CC1(C)CCCC(C)(C)N1O.CC1(C)CCCC(C)(C)N1O.CC1(C)CCCC(C)(C)N1O.CCO.CCO.CCO.CCO
- Energy relative to the best compared isomer or geometry (same formula, charge and spin): 4.291 eV
- Strongest force on any atom: 3.8 eV/A

Geometry (Å):
C 1.254 -9.716 5.151
C 2.175 -8.810 5.923
O 1.690 -7.518 6.258
H 0.221 -9.670 5.497
H 1.398 -10.792 5.248
H 1.172 -9.442 4.099
H 3.074 -8.696 5.317
H 2.381 -9.216 6.913
H 2.433 -6.911 6.256
C 12.587 -16.153 14.873
C 13.023 -15.191 15.972
O 12.118 -14.140 15.983
H 13.222 -17.038 14.857
H 12.682 -15.649 13.911
H 11.526 -16.372 14.995
H 14.043 -14.845 15.806
H 12.895 -15.783 16.878
H 12.205 -13.603 16.774
C -1.752 -16.710 9.904
C -0.339 -16.520 9.359
O -0.045 -17.374 8.228
H -1.916 -17.740 10.220
H -2.534 -16.371 9.225
H -1.845 -16.006 10.731
H 0.438 -16.868 10.039
H -0.147 -15.473 9.123
H 0.891 -17.261 8.043
C 6.249 -15.052 11.849
C 6.530 -14.580 10.384
O 6.086 -15.580 9.481
H 5.237 -15.398 12.062
H 6.491 -14.296 12.596
H 6.843 -15.951 12.009
H 7.561 -14.364 10.106
H 6.015 -13.625 10.279
H 6.717 -16.297 9.380
C 7.425 -17.626 26.407
C 7.561 -18.601 25.218
C 6.377 -19.638 25.097
C 5.131 -19.109 24.342
C 5.587 -18.590 23.002
C 6.566 -17.430 23.071
N 7.708 -17.890 23.903
O 8.840 -17.097 23.781
C 7.008 -17.121 21.600
C 5.864 -16.158 23.608
C 8.808 -19.532 25.467
H 7.651 -18.006 27.403
H 6.424 -17.205 26.500
H 8.168 -16.834 26.314
H 6.752 -20.494 24.536
H 5.993 -19.832 26.098
H 4.613 -18.376 24.960
H 4.421 -19.930 24.251
H 4.737 -18.300 22.384
H 6.024 -19.341 22.344
H 6.204 -16.893 20.900
H 7.710 -16.289 21.542
H 7.579 -17.912 21.115
H 6.585 -15.415 23.949
H 5.247 -15.668 22.854
H 5.419 -16.399 24.573
H 9.651 -18.864 25.639
H 9.119 -20.116 24.600
H 8.755 -20.169 26.350
H 8.478 -16.327 24.228
C 7.373 -22.242 7.767
C 8.085 -22.422 6.426
C 7.056 -23.118 5.465
C 7.442 -23.074 4.046
C 7.758 -21.626 3.617
C 8.773 -20.912 4.449
N 8.429 -21.098 5.872
O 9.190 -20.326 6.746
C 10.210 -21.363 4.072
C 8.641 -19.395 4.045
C 9.179 -23.491 6.694
H 6.508 -21.597 7.612
H 8.040 -21.754 8.479
H 7.068 -23.169 8.251
H 6.846 -24.140 5.780
H 6.072 -22.657 5.551
H 6.621 -23.564 3.523
H 8.283 -23.704 3.755
H 6.857 -21.015 3.662
H 8.144 -21.613 2.597
H 10.492 -22.369 4.384
H 10.382 -21.468 3.001
H 10.926 -20.724 4.589
H 8.758 -19.206 2.978
H 7.664 -19.032 4.363
H 9.401 -18.798 4.549
H 10.152 -23.085 6.972
H 9.428 -24.104 5.827
H 9.138 -24.152 7.559
H 10.052 -20.730 6.624
C 1.321 -8.807 14.422
C -0.108 -8.624 15.089
C -1.122 -8.406 13.972
C -2.600 -8.722 14.197
C -2.808 -10.078 14.812
C -1.893 -10.357 16.107
N -0.490 -9.898 15.787
O 0.420 -10.320 16.771
C -2.380 -9.439 17.282
C -1.933 -11.797 16.433
C -0.017 -7.413 16.083
H 1.364 -9.590 13.665
H 2.177 -8.877 15.094
H 1.580 -8.001 13.736
H -1.010 -7.355 13.707
H -0.808 -8.894 13.049
H -3.011 -8.640 13.191
H -3.023 -7.928 14.814
H -2.582 -10.832 14.058
H -3.860 -10.226 15.057
H -3.225 -9.956 17.736
H -1.726 -9.283 18.140
H -2.766 -8.477 16.945
H -1.618 -12.478 15.642
H -1.199 -12.036 17.203
H -2.949 -12.071 16.716
H 0.517 -7.720 16.983
H -0.997 -7.244 16.530
H 0.390 -6.453 15.765
H 1.044 -10.834 16.253
C -2.557 -27.047 14.179
C -2.313 -25.583 14.516
C -2.686 -25.459 16.027
C -2.132 -24.130 16.578
C -0.617 -24.201 16.492
C -0.045 -24.334 15.083
N -0.803 -25.330 14.350
O -0.265 -25.609 13.086
C -0.110 -22.966 14.363
C 1.429 -24.772 15.195
C -3.200 -24.713 13.613
H -2.453 -27.210 13.106
H -3.580 -27.331 14.425
H -1.839 -27.720 14.648
H -3.768 -25.351 16.097
H -2.363 -26.334 16.591
H -2.475 -24.054 17.610
H -2.505 -23.304 15.973
H -0.249 -25.012 17.120
H -0.279 -23.227 16.846
H 0.671 -22.274 14.678
H 0.072 -22.949 13.289
H -0.937 -22.358 14.730
H 1.872 -24.034 15.864
H 1.460 -25.779 15.610
H 1.895 -24.740 14.210
H -3.996 -25.330 13.196
H -2.633 -24.336 12.762
H -3.712 -23.949 14.198
H -0.612 -24.947 12.483
C 15.075 -8.833 10.918
C 14.615 -9.452 9.573
C 14.579 -8.364 8.479
C 14.453 -8.981 7.051
C 15.538 -9.921 6.683
C 15.550 -11.039 7.738
N 15.602 -10.424 9.066
O 15.964 -11.404 10.070
C 14.430 -12.085 7.588
C 16.867 -11.895 7.545
C 13.156 -10.013 9.676
H 14.801 -9.467 11.762
H 14.455 -7.972 11.171
H 16.120 -8.533 10.986
H 13.801 -7.604 8.550
H 15.484 -7.760 8.423
H 14.528 -8.143 6.358
H 13.463 -9.427 6.965
H 16.499 -9.412 6.617
H 15.314 -10.373 5.716
H 13.478 -11.562 7.687
H 14.503 -12.573 6.616
H 14.446 -12.887 8.326
H 17.084 -12.166 6.512
H 17.779 -11.341 7.769
H 16.874 -12.763 8.204
H 12.655 -9.396 10.423
H 13.111 -10.993 10.152
H 12.564 -10.095 8.765
H 15.185 -11.966 10.077

These are the Mulliken partial charges, in e, on atoms 1 to 6: number 1, C, carries -1.061; number 2, C, carries -0.112; number 3, O, carries -0.529; number 4, H, carries 0.311; number 5, H, carries 0.327; number 6, H, carries 0.277


C37H28Cl3F3N3O5OsPS2 | wB97M-V/def2-TZVPD

Values from the calculation:
- Lowest unoccupied orbital energy (spin up / spin down): -1.76 / -1.76 eV
- DFT total energy: -132663.1306 eV
- Energy relative to the best compared isomer or geometry (same formula, charge and spin): 17.395 eV
- Strongest force on any atom: 3.0 eV/A

Geometry (Å):
Os -1.156 -0.128 0.753
Cl 0.165 -1.218 -0.906
C -0.971 -1.823 -2.116
C -0.433 -2.430 -3.238
C -1.299 -2.941 -4.189
C -2.674 -2.856 -4.000
C -3.179 -2.250 -2.863
C -2.331 -1.702 -1.900
P -2.925 -0.934 -0.340
C -3.948 -2.261 0.366
C -5.312 -2.368 0.099
C -6.047 -3.410 0.644
C -5.424 -4.345 1.459
C -4.068 -4.235 1.730
C -3.326 -3.194 1.189
C -4.145 0.320 -0.831
C -4.842 0.942 0.206
C -5.725 1.972 -0.067
C -5.911 2.403 -1.375
C -5.207 1.804 -2.407
C -4.321 0.768 -2.136
H 0.639 -2.507 -3.357
H -0.900 -3.420 -5.073
H -3.348 -3.270 -4.737
H -4.251 -2.204 -2.707
H -5.806 -1.637 -0.529
H -7.107 -3.487 0.437
H -6.000 -5.153 1.893
H -3.585 -4.952 2.381
H -2.278 -3.078 1.441
H -4.682 0.622 1.229
H -6.262 2.447 0.744
H -6.599 3.212 -1.586
H -5.344 2.140 -3.426
H -3.769 0.316 -2.949
N 1.492 6.292 0.391
C 1.684 4.956 0.173
C 0.776 4.210 -0.594
C 1.011 2.867 -0.780
N 2.055 2.220 -0.256
C 2.923 2.947 0.409
C 2.810 4.299 0.669
H 0.588 6.687 0.203
H 2.041 6.753 1.093
H -0.100 4.678 -1.023
H 0.324 2.269 -1.370
H 1.424 2.220 2.165
H 3.574 4.813 1.237
Cl -0.877 -4.141 3.448
C 0.139 -2.835 3.947
C 0.915 -3.052 5.040
C 1.821 -2.076 5.527
C 1.938 -0.875 4.890
C 1.147 -0.619 3.776
Cl 1.362 0.943 2.971
C 0.129 -1.591 3.149
N -0.676 -1.582 2.103
H 0.837 -4.003 5.547
H 2.401 -2.286 6.415
H 2.613 -0.105 5.248
F 0.171 1.677 5.079
C 1.088 1.957 4.155
F -2.073 1.472 1.326
F 1.716 3.094 4.387
S 4.110 1.052 1.874
O 5.506 1.008 2.262
O 4.098 2.325 0.824
O 0.388 0.474 1.992
O 6.446 0.417 -5.654
C 6.959 0.720 -4.441
O 8.027 1.256 -4.368
C 6.139 0.369 -3.235
C 6.655 0.731 -1.995
C 5.964 0.468 -0.826
C 4.718 -0.148 -0.895
S 3.714 -0.521 0.512
C 4.195 -0.528 -2.128
C 4.908 -0.279 -3.288
H 5.587 -0.009 -5.568
H 7.620 1.218 -1.964
H 6.392 0.731 0.129
H 3.228 -1.011 -2.176
H 4.465 -0.604 -4.223

These are the Mulliken partial charges, in e, on atoms 1 to 6: number 1, Os, carries 1.857; number 2, Cl, carries -0.209; number 3, C, carries 0.658; number 4, C, carries -0.783; number 5, C, carries -0.554; number 6, C, carries -0.976